[1]
Entry from the Open Molecules 2025 dataset: a 7-piece molecular cluster, C47H92F9O23P overall at a distorted geometry (ωB97M-V with the def2-TZVPD basis set).

Structure (ORCA input):
```
! wB97M-V def2-TZVPD RIJCOSX def2/J DEFGRID3
* xyz 0 1
H 9.27404 -7.34409 -1.12338
H 5.13827 -1.26074 2.36721
C -1.30658 -2.42693 -3.03756
H 6.33318 -4.74970 3.61615
H 5.43393 14.00459 4.56423
O -6.49015 -1.33145 3.54459
O -2.70343 6.06164 -4.26400
O 3.46149 -2.40815 2.41056
H -2.21813 -5.11154 0.33550
H 5.16564 -7.94347 1.74750
O 1.41426 1.25450 -0.62960
C -6.82512 -8.80703 3.25240
O -3.70370 -2.72726 0.95703
H 4.54671 13.65839 1.20663
H 1.79318 -3.42379 1.86352
C 2.87769 -3.57881 1.86460
H -7.42859 0.49792 3.81168
H 8.62120 -8.83560 1.32236
H -6.13698 -7.41260 6.03826
H 2.32393 0.09806 0.77495
F -5.33427 -3.46969 -2.85861
O -3.40488 5.47348 -2.20979
C -7.23455 -0.43479 4.34944
H -1.91062 1.16634 -3.85064
C 2.81598 0.05600 -4.49191
F -0.58898 4.50959 -3.60360
C 3.19128 -4.80355 2.69398
H -3.12260 -2.99576 1.67552
O 3.39058 6.09970 -1.47806
H -6.62052 -9.80007 3.66817
C 5.33697 13.88241 3.48692
H 2.02530 2.66467 -2.69035
H 2.65633 -5.65965 2.27055
C -9.42573 -2.65720 3.32380
C 7.86770 -9.61386 1.46289
H 7.81549 -6.77242 -1.95949
H 2.98632 14.46871 1.41242
O -9.41889 -1.30326 3.74109
H 2.29227 0.07032 -2.38519
C 2.30474 6.99242 -1.29578
H -7.72824 -8.86313 2.64746
H 0.41114 -0.62928 -4.57279
C 5.13906 8.19960 0.25531
O -0.46102 -0.48900 -0.73765
H 3.19902 -3.72554 0.82840
C 5.26639 -4.69309 3.82761
O -4.93824 -6.18300 3.15689
C 3.65093 13.70753 1.83249
H 5.01425 -3.66506 4.09509
H -8.33387 -1.97326 5.37624
C -2.75163 5.25860 -3.19703
C -4.54412 -1.43833 -1.56188
C -3.27775 0.67064 -6.03186
H 2.63769 12.14455 0.79540
C -1.35232 -1.58162 -0.74218
C 0.32380 -0.59842 0.44009
H 2.24364 3.08354 -0.14106
C 0.59231 -0.71554 -3.50597
H 4.62040 5.65948 -3.03622
C -2.90577 0.84534 -1.41540
H 2.02255 12.43102 2.42962
C -2.46449 0.23673 -3.89520
C -2.17792 -1.62503 -2.02206
C 8.18588 -7.32560 -1.08938
C 6.42818 -6.84414 0.42719
H 2.52818 -1.48980 -3.10280
H 1.05227 1.15319 1.40869
H 2.64481 8.02557 -1.19854
H -1.40281 -3.47066 -2.77350
F -3.45619 -4.54741 -3.08512
H -5.58003 -5.93531 1.23736
H -3.21370 -0.51304 -7.85000
H -6.20895 -1.93135 1.61972
H 3.84121 7.24498 -3.14823
H -1.98469 -1.47752 0.13732
O 7.80422 -6.67660 0.10918
H 2.34148 0.94923 -4.87377
H -6.14656 -5.37433 4.63516
H 0.84020 -1.55569 0.40761
H -5.10348 -8.24378 4.86575
H 6.78508 -7.65289 2.39356
H 6.13592 8.08883 0.69630
O -3.61931 0.45145 -4.67131
H -0.37486 -0.57317 1.27245
H -6.01755 -0.19119 1.87689
H 5.85138 -7.08526 -0.47103
H -2.51006 -1.29090 -6.42696
H 8.15197 -10.48685 0.87760
H -4.01301 1.35595 -6.42723
C -3.45547 -2.51923 -1.78661
H -9.96935 -3.27747 4.04492
H 1.60302 6.91590 -2.13372
C -5.88330 -7.48393 4.97557
H 5.98844 14.60868 2.98949
H -9.93751 -2.70373 2.36437
C -6.60709 -1.07214 2.15141
C 2.88803 2.50090 -2.06365
O -4.25897 -0.53462 -2.53538
F -3.60203 2.97068 -0.74424
H 5.03748 -5.35536 4.66883
C -1.84155 4.04489 -3.40493
H -6.62182 -0.19765 5.22589
H -6.89227 -6.04331 2.42413
H -0.77282 -2.49215 -0.61953
C 4.64670 -2.00896 1.74798
O -2.96263 0.60030 -0.22046
H 6.06607 -5.89024 0.81681
H 2.84459 -0.70348 -5.26517
H -4.51250 -5.85688 5.11802
C 2.09251 -0.50924 -3.27645
H 6.03346 6.44689 -1.16516
H 3.84518 0.25172 -4.22023
H 4.40414 -1.55516 0.77958
H -4.23470 -1.13652 -6.52651
H 4.67759 9.09859 0.66221
C 4.31596 6.53984 -2.46009
C -5.88895 -5.65298 2.23670
H -1.84560 -0.48187 -4.41587
O 4.57520 -5.11580 2.66312
C 2.49757 2.15681 -0.65519
H -1.66555 -2.35606 -4.05323
H 7.83247 -9.89932 2.52020
C -5.37519 -6.13900 4.50481
H -2.29206 1.12409 -6.11650
H -7.64655 -0.92297 1.85146
F -2.21095 3.40012 -4.52387
O 6.59098 -9.19590 1.01836
C -2.82906 -0.26843 -2.47858
O -5.43366 -1.39237 -0.75362
F -1.36615 3.84836 -1.15111
H 4.52502 7.33619 0.52175
O -2.05370 -4.34765 -0.23155
H 3.35069 1.73637 -0.12222
C 0.19155 -2.13354 -3.10157
H 2.59638 10.37423 3.69260
H -5.99360 -8.50116 2.61396
H 6.25353 7.41404 -2.63130
C 1.35272 0.54090 0.56043
C 2.93161 12.37748 1.82373
H 0.57439 -2.77352 -3.89181
O 3.76859 11.32113 2.26975
C 6.22698 -7.90467 1.48684
H 2.84847 -4.66728 3.72341
C -3.30466 -0.64717 -6.78132
H 4.35218 10.31458 3.93505
F -3.98048 2.50653 -2.82332
H 5.33613 -2.84167 1.59300
C 3.52636 10.94782 3.61456
C -8.53315 -1.05255 4.81934
H -3.45509 6.65645 -4.16961
H -8.41270 -3.04669 3.20025
H 5.64941 12.87108 3.21754
H -9.03455 -0.35109 5.49405
H -5.90515 -4.56016 2.30010
H 3.47346 11.81715 4.27320
H 7.81507 -8.35230 -1.12846
C -3.08376 2.35889 -1.82036
C -4.00371 -3.32529 -2.99238
H 0.00100 0.01174 -2.96978
O 3.98209 14.11960 3.14890
P -3.49184 -3.64377 -0.32833
C 5.54550 7.16083 -1.83561
H 1.79057 6.70407 -0.38039
H 0.72198 -2.44242 -2.20870
F -0.78005 2.20598 -2.42735
H 3.49127 3.39961 -2.05117
O -7.06153 -7.87351 4.29007
H 3.47518 1.71705 -2.52698
C -1.75626 3.08641 -2.19519
O -4.53677 -4.66221 -0.39403
O 5.23719 8.36200 -1.14967
F -3.80217 -2.70420 -4.16747
*
```

SMILES = CCCCC[C@@]1(COCCOCC)[C@](COCC)(C(=O)C(F)(F)C(F)(F)C(F)(F)C(=O)O)OC(=O)[C@]1(C(F)(F)F)P(=O)(O)O.COCCOC.COCCOC.COCCOC.COCCOC.COCCOC.COCCOC
LUMO = -0.003 Eh
Kohn-Sham gap = 8.76 eV
HOMO level = -0.32545 Eh

Mulliken atomic charge list, values in e, 8 entries:
1. H 0.255
2. H 0.245
3. C -1.168
4. H 0.249
5. H 0.246
6. O -0.255
7. O -0.436
8. O -0.384

=====

[2]
Entry from the Open Molecules 2025 dataset: a 9-piece molecular cluster, C13H44N2O9 overall at a distorted geometry (ωB97M-V with the def2-TZVPD basis set).

Structure (ORCA input):
```
! wB97M-V def2-TZVPD RIJCOSX def2/J DEFGRID3
* xyz 0 1
H 0.78031 3.39385 3.74877
O -0.39467 -5.16413 0.70216
H -2.66149 2.47277 -1.02356
H 0.71436 -0.25630 -2.31894
H -0.20701 1.04761 -1.68542
H 0.20150 -3.51631 1.81998
H 2.48594 -3.88408 -4.11737
O -2.05516 -1.82701 0.63946
H 3.94423 -0.00089 2.87436
C 0.07805 0.01640 -1.47701
C 1.44229 -1.48388 0.14177
H 4.02022 -1.56598 2.04270
H 1.28911 1.64800 3.40054
O 1.95031 -3.10097 -4.26380
H 2.82239 4.54762 -2.92979
C 4.45265 -0.96452 2.84230
O -0.14479 -0.01992 0.96946
H -0.71629 -0.72713 -1.41158
H -2.93730 0.22558 2.58466
C 0.79656 -0.09090 -0.08868
C 0.98073 2.61780 3.01006
H -0.19929 -4.99174 2.75694
H 0.70307 4.01354 -0.28310
O -4.04574 0.92112 -1.08862
H 1.76697 5.33950 -0.65605
H -3.73056 -0.94499 -0.86726
H 5.05643 -1.18061 4.60544
C 0.80977 4.89064 -0.92137
H -1.45546 1.65321 3.82322
H -0.04227 5.45775 -0.54651
H -1.50232 -4.05691 -0.23825
H -0.84122 -0.65518 0.78775
H -1.49747 -4.12187 2.02857
C 1.98310 3.85252 -2.95284
H 0.44510 -5.62397 0.77251
H -2.94270 -3.98293 -1.28543
O -0.30253 2.31408 2.38459
H 0.47497 5.69710 -4.01370
H -2.28863 1.11932 -2.13702
O -2.18703 1.23806 4.28588
H -1.69918 -0.55461 3.46441
H -3.57327 2.29574 -2.51299
H -0.21405 1.56714 1.78806
H -0.07679 3.86116 -2.58637
O 0.53472 5.81111 -3.06237
O 4.35359 -1.56729 4.07809
H 0.14996 -2.25942 -3.57462
H 2.23101 -1.59912 -0.60169
H 0.89786 -3.22832 -2.35815
C -0.45016 -4.38763 1.88504
C -3.07846 1.74118 -1.71566
C 0.74709 4.55968 -2.44015
H 1.59118 0.65118 -0.01119
H 2.25755 3.06488 -2.25112
H -4.71144 1.51105 -0.72750
C -2.66925 -2.39304 -0.22024
H -3.33901 -0.55950 4.09112
H 5.43657 -0.69706 2.45697
H 0.15278 -3.96716 -3.80514
H 0.65487 -2.22973 0.03329
H 1.76380 3.54813 -3.97624
C 0.76850 -3.14636 -3.43734
C -2.58740 0.06160 3.60387
H 1.99287 -1.40604 1.07928
H 1.70253 2.97098 2.27360
N -3.66257 -1.94987 -0.94272
H -3.95926 -2.45123 -1.76777
N -2.26020 -3.55377 -0.67706
*
```

SMILES = NC(N)=O.CC(C)O.CC(C)O.CO.CO.CO.CO.CO.CO
LUMO = 0.015 Eh
ΔE to the lowest compared entry with this formula, charge and spin = 312.7 kJ/mol
Kohn-Sham gap = 9.44 eV
HOMO level = -0.33197 Eh

Mulliken atomic charge list, values in e, 8 entries:
1. H 0.325
2. O -0.612
3. H 0.288
4. H 0.470
5. H -0.294
6. H 0.190
7. H 0.294
8. O -0.572

=====

[3]
Entry from the Open Molecules 2025 dataset: a single C22H33N3O4 molecule (ωB97M-V with the def2-TZVPD basis set).

Structure (ORCA input):
```
! wB97M-V def2-TZVPD RIJCOSX def2/J DEFGRID3
* xyz 0 1
H -0.54824 -3.28699 1.33839
H 4.64344 2.21536 0.89447
O -2.72869 -1.84363 -3.43069
H 2.14526 -0.85315 -0.28228
H 4.44070 0.05006 -0.45411
H 4.80480 2.13017 2.65061
H -2.22094 -2.81111 -5.18359
H -3.39299 2.20270 -0.66910
H 0.33449 0.62226 1.67471
H -0.07293 -1.13394 -5.17478
H 4.54502 -0.33107 2.57174
H -2.35890 4.41510 -0.90656
H 0.45321 -5.62586 1.40016
H -2.80906 -2.88035 0.02994
C -0.15004 -4.46113 -0.30199
H -1.65935 0.64778 2.21240
H 2.49022 2.76116 1.99009
C -2.30640 2.27557 -0.75150
N -2.01093 -0.19023 -0.32070
N 0.70736 1.11225 0.87426
C -2.17424 -0.84491 -2.70127
C -1.70201 2.80046 2.06473
H -3.47079 0.47188 -1.64466
C 4.13691 -0.45950 0.46268
C -1.76435 -2.63687 -0.20723
H -0.61689 2.91365 2.06360
H -2.00691 4.86652 1.52376
C -0.86947 -1.19716 -4.46292
O -0.71646 -1.13274 1.29166
H -0.81225 3.77637 -0.35211
H 2.38844 1.59666 -0.19779
C -1.89341 3.66518 -0.26417
C -1.44233 -1.23740 0.31069
C -2.32003 3.87831 1.18265
C -2.89330 -0.43110 -1.45182
C 0.89871 -5.19182 0.50859
H -2.00400 2.16129 -1.79263
C -2.07615 1.41011 1.55645
H -3.16420 1.29862 1.58503
H 1.34049 -5.97665 -0.09794
C -0.10830 1.31174 -0.16999
N -0.87899 -3.57996 0.42772
H -3.60792 -1.21988 -1.19595
C 2.61839 -0.39938 0.59087
C 2.14850 1.05170 0.72108
H 5.88866 0.17988 1.54722
H -3.40963 3.82972 1.25300
O 0.29183 1.60699 -1.28105
H 4.46022 -1.49976 0.38973
H 1.67674 -4.49304 0.80962
O -0.35475 -4.65985 -1.48012
C -1.63582 1.18890 0.09948
C -1.93040 -2.04459 -4.49380
C 4.33745 1.65950 1.78327
H 2.29568 -0.95575 1.47467
C 4.80325 0.21208 1.65962
C 2.81898 1.72232 1.91915
H -0.37441 0.36122 -2.93968
H 2.51214 1.20709 2.83302
C -1.02740 -0.41000 -3.29435
H -1.61631 -2.72534 -1.28555
H -2.05169 2.91058 3.09331
*
```

SMILES = CC(=O)NCC(=O)N(Cc1ccco1)C1(C(=O)NC2CCCCC2)CCCCC1
LUMO = 0.025 Eh
ΔE to the lowest compared entry with this formula, charge and spin = 1.9 kJ/mol
Kohn-Sham gap = 9.12 eV
HOMO level = -0.31023 Eh

Mulliken atomic charge list, values in e, 8 entries:
1. H 0.285
2. H 0.360
3. O -0.429
4. H 0.307
5. H 0.355
6. H 0.384
7. H 0.493
8. H 0.586